No. 1
Density functional theory data (ωB97M-V/def2-TZVPD) for a structure of composition C8H12BrN2S.

Results
frontier orbital gap (spin up / spin down): 6.72 / 6.71 eV
charge: +1
calculated total energy: -92337.630 eV
ΔE to the lowest compared entry with this formula, charge and spin: 60.9 kcal per mole
strongest force on any atom: 4.83 eV/A

Geometry as XYZ:
```
24
Properties=species:S:1:pos:R:3:forces:R:3:mulliken_charge:R:1
C 0.302 0.327 0.030 -1.4 -2.6 -0.8 -0.416
C 1.602 0.525 0.300 -1.3 -0.7 -0.9 0.072
C 1.104 -1.986 -0.133 2.8 1.8 1.1 -0.001
C 1.324 -3.394 0.012 2.4 1.8 -1.2 0.287
C -2.194 0.442 -0.630 2.1 0.3 -0.3 -1.305
C -0.650 2.495 -0.817 -1.2 0.9 -0.2 -1.714
C -1.371 1.611 1.416 2.6 1.7 -0.2 -1.086
C -0.936 1.170 -0.032 0.3 0.9 0.0 2.079
N -0.020 -1.488 -0.282 -0.1 4.7 1.0 -0.468
N 2.520 -3.844 -0.127 -1.5 -3.4 1.2 -0.221
S 2.607 -0.828 0.255 -0.6 -2.8 -0.3 -0.298
Br 2.641 2.059 0.451 -0.3 0.7 0.3 -0.037
H 0.497 -3.975 0.201 -1.6 -1.8 0.4 0.480
H -1.998 -0.604 -0.795 -0.3 -0.2 0.0 0.374
H -3.012 0.624 0.021 -0.8 -0.2 0.1 0.296
H -2.330 0.946 -1.554 -0.7 0.0 -1.0 0.326
H -1.552 2.843 -1.374 0.2 -0.1 1.1 0.357
H -0.258 3.302 -0.202 -0.6 0.0 0.6 0.420
H 0.035 2.621 -1.606 1.4 -1.4 -1.3 0.458
H -0.718 1.105 2.164 -1.3 0.1 -0.2 0.363
H -1.184 2.742 1.571 -0.4 -1.9 -0.2 0.298
H -2.405 1.421 1.328 -0.9 -0.1 1.7 0.226
H 2.706 -4.861 0.069 -0.1 1.4 -0.4 0.309
H 3.292 -3.252 -0.266 1.2 0.9 -0.4 0.201
```
Forces are in eV/Å.

---

No. 2
Density functional theory data (ωB97M-V/def2-TZVPD) for a structure of composition C8H12BrN2Se2Te2Ti.

Results
frontier orbital gap: 6.24 eV
charge: -1
calculated total energy: -249912.350 eV
ΔE to the lowest compared entry with this formula, charge and spin: 10.3 kcal per mole
strongest force on any atom: 1.44 eV/A

Geometry as XYZ:
```
28
Properties=species:S:1:pos:R:3:forces:R:3:mulliken_charge:R:1
Ti -1.095 0.954 -0.070 -1.2 -0.1 0.7 -0.170
N 1.065 1.549 -0.535 0.1 -0.1 0.0 -0.241
C 1.871 1.991 0.613 -0.1 0.0 -0.2 -0.489
C 1.389 1.279 1.858 -0.2 0.0 0.1 -0.416
N -0.079 1.387 1.864 0.1 0.0 0.0 -0.354
H 1.461 0.743 -1.007 0.0 0.0 -0.1 0.213
H 0.978 2.315 -1.208 0.1 0.0 0.0 0.201
H 1.684 3.065 0.701 0.1 0.0 0.0 0.198
H 2.941 1.844 0.453 0.0 0.0 0.0 0.319
H 1.835 1.721 2.752 0.0 0.0 0.0 0.362
H 1.636 0.216 1.850 0.0 0.0 -0.1 0.242
H -0.387 2.338 2.051 0.0 0.0 0.0 0.261
H -0.553 0.790 2.532 0.1 0.0 0.0 0.326
Se -3.065 0.895 1.110 0.5 0.0 -0.3 -0.597
Te -1.607 1.632 -2.700 0.0 0.0 0.2 -0.329
Te -1.723 3.617 -0.823 0.5 0.4 -0.2 0.086
Se 0.416 4.951 -0.972 -0.4 -0.3 0.0 -0.727
Br -0.414 -5.725 -1.487 0.1 -0.2 0.0 -0.240
C -0.534 -3.890 -1.022 -0.1 0.3 0.0 0.280
C 0.527 -3.265 -0.403 0.0 0.0 0.0 -0.898
C 0.414 -1.905 -0.101 0.1 0.0 0.0 0.282
C -0.732 -1.157 -0.362 0.0 0.0 -0.3 0.325
C -1.795 -1.860 -0.965 0.1 0.0 -0.1 -0.061
C -1.701 -3.194 -1.320 0.1 -0.1 0.1 -0.803
H 1.430 -3.816 -0.174 0.0 0.0 0.0 0.382
H 1.282 -1.433 0.356 0.0 0.0 0.0 0.072
H -2.719 -1.339 -1.184 0.0 0.0 0.0 0.394
H -2.523 -3.702 -1.808 0.0 0.0 0.0 0.383
```
Forces are in eV/Å.

---

No. 3
Density functional theory data (ωB97M-V/def2-TZVPD) for a structure of composition C8H12Cl12F24NO4P3S2V.

Results
frontier orbital gap (spin up / spin down): 5.78 / 7.14 eV
charge: -2
calculated total energy: -308898.619 eV
multiplicity: 4
ΔE to the lowest compared entry with this formula, charge and spin: 102.3 kcal per mole
strongest force on any atom: 4.80 eV/A

Geometry as XYZ:
```
67
Properties=species:S:1:pos:R:3:forces:R:3:mulliken_charge:R:1
V -2.428 -0.791 -1.477 -0.4 -0.1 0.2 1.948
P -3.014 -2.321 -5.541 0.4 -0.2 -1.3 1.154
F -4.044 -2.301 -6.769 -0.7 0.0 1.0 -0.334
F -3.341 -3.904 -5.193 -0.3 1.9 0.3 -0.355
F -1.885 -2.885 -6.584 -0.1 0.8 0.1 -0.383
F -1.864 -2.202 -4.463 2.1 -1.0 2.3 -0.362
F -2.725 -0.732 -5.770 0.5 0.3 -1.7 -0.358
F -3.970 -1.709 -4.352 -1.7 -1.4 0.3 -0.359
P -2.661 -4.899 -0.205 -1.0 -1.4 -1.6 1.194
F -1.996 -5.223 -1.665 -0.5 -0.4 0.5 -0.348
F -1.645 -3.574 -0.240 0.6 0.5 1.3 -0.403
F -3.699 -3.877 -0.931 -0.7 0.4 -0.1 -0.370
F -3.291 -4.528 1.242 0.8 0.2 -0.7 -0.348
F -3.773 -6.116 -0.395 1.1 1.0 0.3 -0.371
F -1.605 -5.916 0.476 -0.2 1.0 0.0 -0.344
P -5.693 2.171 -1.284 -1.3 -0.2 0.1 1.175
F -5.352 0.634 -0.706 0.4 0.3 0.7 -0.395
F -6.735 1.494 -2.267 -0.1 -1.2 -0.5 -0.340
F -6.877 2.331 -0.150 0.3 -0.1 -0.7 -0.379
F -6.070 3.517 -2.089 0.7 0.6 0.8 -0.359
F -4.754 2.939 -0.266 0.7 -0.1 0.3 -0.321
F -4.391 1.902 -2.239 0.2 0.0 -0.6 -0.378
C 1.095 0.250 2.280 1.1 1.3 -1.1 0.669
F 0.791 -1.017 2.143 0.4 -0.3 -0.2 -0.208
F 1.185 0.541 3.581 -0.1 0.1 -0.9 -0.203
F 2.334 0.541 1.674 -2.5 -0.9 1.3 -0.213
S -0.402 1.223 1.454 -2.0 0.1 1.0 0.889
O -1.566 0.361 1.668 1.2 0.0 -0.7 -0.674
O -0.492 2.512 2.155 0.8 -2.2 -1.7 -0.537
N -0.165 1.129 -0.321 -0.4 -0.8 3.2 -0.364
S 0.565 2.514 -0.515 2.5 4.1 -0.3 0.961
O -0.356 3.633 -0.499 0.5 -0.8 -0.7 -0.615
O 1.778 2.723 0.321 -1.9 -0.9 -1.7 -0.567
C 1.218 2.392 -2.310 2.5 -0.6 2.6 0.577
F 0.335 2.051 -3.128 -3.3 -1.4 -2.3 -0.214
F 1.720 3.527 -2.739 0.7 0.8 0.5 -0.209
F 2.199 1.427 -2.346 -0.3 0.7 0.2 -0.252
C 6.640 2.600 0.043 -0.6 -2.4 0.0 -0.115
Cl 6.210 4.048 -0.722 -0.6 1.7 -0.1 -0.131
Cl 8.139 1.993 -0.648 0.9 -0.3 0.2 -0.187
H 6.656 2.557 1.132 0.3 0.8 -0.1 0.242
H 5.924 1.833 -0.252 -0.2 0.2 0.1 0.190
C 2.523 6.365 3.796 0.1 -0.4 -0.2 -0.218
Cl 3.534 7.829 4.084 -0.5 -0.7 -0.3 -0.176
Cl 3.341 4.874 4.391 -0.5 0.7 -0.1 -0.134
H 1.546 6.505 4.259 0.4 -0.1 0.4 0.286
H 2.329 6.188 2.738 0.5 0.4 0.0 0.239
C 6.557 0.047 5.009 0.5 0.6 0.4 -0.156
Cl 6.895 0.633 6.667 0.2 0.0 -0.1 -0.170
Cl 6.030 -1.622 5.041 -0.3 -0.1 -0.2 -0.129
H 5.822 0.765 4.644 -0.1 -0.6 -0.3 0.211
H 7.488 0.080 4.442 -0.2 0.1 0.1 0.244
C -7.176 -0.039 3.455 0.2 -0.4 -0.5 -0.168
Cl -6.541 -0.553 5.043 -0.2 -0.1 -0.3 -0.174
Cl -7.509 -1.421 2.291 0.2 1.1 1.1 -0.150
H -8.093 0.523 3.632 0.1 -0.3 -0.2 0.277
H -6.400 0.586 3.013 -0.3 -0.2 -0.1 0.211
C 2.800 -6.239 5.192 0.1 -0.1 -0.5 -0.177
Cl 2.466 -7.933 4.808 0.1 -0.2 -0.4 -0.151
Cl 2.652 -6.052 6.915 -0.1 0.5 0.7 -0.149
H 3.820 -5.975 4.914 -0.2 -0.2 -0.1 0.227
H 2.078 -5.629 4.649 0.1 0.0 0.3 0.250
C 2.899 0.076 -8.129 0.0 -0.2 0.2 -0.175
Cl 2.181 -1.415 -8.686 -0.3 -0.6 -0.5 -0.138
Cl 2.004 1.491 -8.727 0.3 -0.1 0.3 -0.150
H 2.833 -0.036 -7.047 0.2 0.8 -0.1 0.207
H 3.925 0.104 -8.496 -0.2 0.2 0.2 0.258
```
Forces are in eV/Å.

---

No. 4
Density functional theory data (ωB97M-V/def2-TZVPD) for a structure of composition C8H12Cl2OPr.

Results
frontier orbital gap (spin up / spin down): 4.56 / 4.60 eV
charge: -1
calculated total energy: -49651.414 eV
multiplicity: 3
ΔE to the lowest compared entry with this formula, charge and spin: 51.6 kcal per mole
strongest force on any atom: 3.99 eV/A

Geometry as XYZ:
```
24
Properties=species:S:1:pos:R:3:forces:R:3:mulliken_charge:R:1
Pr -0.435 -2.349 1.457 -0.8 -2.1 1.7 0.630
Cl -1.799 -0.844 3.091 -0.3 0.7 0.3 -0.588
Cl 2.127 -2.680 1.030 0.8 -0.3 -0.3 -0.604
C -1.347 -4.338 2.126 -0.6 0.3 -2.1 -0.781
H -0.933 -5.242 1.560 -0.2 0.7 0.7 0.133
H -2.491 -4.475 2.112 1.2 0.1 0.5 0.124
C 0.946 -0.003 -1.186 2.1 0.6 -2.8 -0.537
C -0.130 -0.287 -0.541 -3.9 -0.6 0.7 0.057
H 1.625 -0.799 -1.573 -0.7 0.7 0.3 0.266
C -1.089 0.786 -0.009 -0.7 1.3 -0.4 -0.675
H -0.590 -1.300 -0.707 0.8 0.7 0.4 0.376
C -1.173 2.036 -0.969 0.5 -0.8 -0.4 -0.830
H -2.128 0.443 0.138 0.6 -0.3 -0.1 0.325
H -0.810 1.197 0.993 0.1 -0.7 -0.7 0.359
C 0.260 2.504 -1.336 -1.4 0.6 1.2 -0.702
H -1.741 1.832 -1.910 0.3 -0.2 0.7 0.327
H -1.705 2.843 -0.460 0.0 -0.1 0.0 0.362
C 1.209 1.403 -1.705 1.5 -0.4 -0.7 -0.430
H 0.184 3.271 -2.105 0.2 -0.1 -0.2 0.336
H 0.637 3.028 -0.450 0.1 -0.1 0.0 0.280
H 1.372 1.422 -2.830 -0.3 -0.6 1.2 0.317
H 2.180 1.661 -1.300 0.5 0.3 -0.1 0.262
O 3.490 -0.022 2.294 -2.4 0.0 0.0 -0.248
C 2.343 -0.086 2.280 2.4 0.3 0.1 0.242
```
Forces are in eV/Å.